# 1
Formula: C62H46AuF9N4O2PS3
Source: the OMol25 dataset
Level of theory: wB97M-V/def2-TZVPD

Element x y z (Å)
Au -0.0390 -2.1454 0.0557
C -3.7190 6.1372 -1.5105
C -2.8166 4.9920 -1.1628
C -2.9671 4.3091 0.0483
C -2.1474 3.2462 0.3779
C -1.1634 2.8561 -0.5207
C -0.9937 3.5096 -1.7355
C -1.8176 4.5804 -2.0427
S -0.0728 1.5018 -0.2304
O -0.8469 0.3499 0.4420
C 0.9605 2.1139 1.0849
C 0.4797 2.0547 2.4125
C 1.2862 2.4808 3.4235
C 2.5968 2.9582 3.1629
C 3.4534 3.3589 4.2157
C 4.7179 3.8019 3.9536
C 5.1902 3.8613 2.6252
C 4.3891 3.4778 1.5874
C 3.0673 3.0233 1.8294
C 2.2177 2.5810 0.7713
C 2.7060 2.5371 -0.6387
C 2.8479 3.7299 -1.4061
C 2.6088 5.0142 -0.8529
C 2.7501 6.1336 -1.6217
C 3.1202 6.0289 -2.9802
C 3.3352 4.8046 -3.5441
C 3.2025 3.6251 -2.7740
C 3.3949 2.3449 -3.3553
C 3.2567 1.2099 -2.6174
C 2.9246 1.3242 -1.2507
S 2.7631 -0.1277 -0.2424
O 1.5371 -0.8738 -0.8322
C 4.1613 -1.0826 -0.7628
C 4.0404 -2.1319 -1.6585
C 5.1792 -2.8417 -2.0074
C 6.4242 -2.5205 -1.4698
C 7.6567 -3.2672 -1.8841
C 6.5068 -1.4652 -0.5587
C 5.3839 -0.7452 -0.1942
H -4.0934 6.6321 -0.6169
H -4.5821 5.7789 -2.0758
H -3.2053 6.8706 -2.1287
H -3.7312 4.6306 0.7446
H -2.2582 2.7359 1.3214
H -0.2244 3.1896 -2.4282
H -1.6887 5.0997 -2.9831
H -0.5180 1.6889 2.6073
H 0.9285 2.4699 4.4451
H 3.0870 3.3133 5.2329
H 5.3627 4.1125 4.7633
H 6.1890 4.2266 2.4304
H 4.7535 3.5362 0.5713
H 2.3226 5.1039 0.1856
H 2.5846 7.1097 -1.1887
H 3.2330 6.9251 -3.5729
H 3.6091 4.7190 -4.5870
H 3.6662 2.2834 -4.4011
H 3.4048 0.2362 -3.0632
H 3.0751 -2.3849 -2.0755
H 5.1034 -3.6548 -2.7179
H 7.4170 -4.2705 -2.2302
H 8.3721 -3.3389 -1.0675
H 8.1504 -2.7450 -2.7059
H 7.4669 -1.2067 -0.1324
H 5.4615 0.0797 0.5041
N -0.3984 -6.2250 -0.2304
C -0.9422 -6.1098 1.0232
C -0.9491 -4.7851 1.3147
N -0.4246 -4.1146 0.2318
C -0.0935 -5.0100 -0.6847
H -0.2347 -7.0910 -0.7250
H -1.2613 -6.9637 1.5921
H -1.2716 -4.2811 2.2038
H 0.3486 -4.8069 -1.6435
S 1.9482 -2.6602 1.5454
C 1.4785 -2.5965 3.1841
N 2.4829 -2.4300 4.0893
C 2.2777 -2.4342 5.4213
C 1.0044 -2.5787 5.8878
C 0.0025 -2.7194 4.9206
N 0.2203 -2.7295 3.6162
H 3.4245 -2.3341 3.7235
H 3.1499 -2.3240 6.0503
H 0.7863 -2.5874 6.9440
H -1.0295 -2.8407 5.2297
F -4.4165 -7.7577 0.0015
C -4.8879 -7.0270 -1.0318
F -6.2159 -7.0386 -0.9627
F -4.5131 -7.6395 -2.1558
C -4.3331 -5.6215 -0.9414
C -3.4718 -5.1344 -1.9165
C -2.8934 -3.8903 -1.7485
C -3.1747 -3.1259 -0.6146
C -4.0826 -3.6031 0.3295
C -4.6619 -4.8507 0.1619
P -2.3091 -1.5412 -0.4458
C -2.6646 -0.7264 -1.9993
C -1.6621 -0.1612 -2.7773
C -1.9963 0.5112 -3.9427
C -3.3283 0.6264 -4.3046
C -4.3312 0.0268 -3.5496
C -4.0039 -0.6688 -2.4010
C -3.7251 1.4240 -5.5308
F -2.6959 2.1264 -6.0143
F -4.1718 0.6209 -6.4992
F -4.7035 2.2855 -5.2274
C -3.0502 -0.7894 1.0023
C -3.9224 0.2857 0.8925
C -4.4478 0.8587 2.0409
C -4.0756 0.3777 3.2851
C -3.2171 -0.7096 3.3971
C -2.7014 -1.2915 2.2561
C -4.5885 1.0469 4.5435
F -5.6684 0.4217 5.0166
F -4.9092 2.3228 4.3182
F -3.6497 1.0215 5.5036
H -3.2620 -5.7250 -2.7969
H -2.2235 -3.5075 -2.5104
H -4.3597 -3.0053 1.1856
H -5.3685 -5.2238 0.8909
H -0.6226 -0.2457 -2.4822
H -1.2276 0.9537 -4.5590
H -5.3639 0.1033 -3.8624
H -4.7816 -1.1526 -1.8248
H -4.2021 0.6742 -0.0780
H -5.1299 1.6940 1.9667
H -2.9546 -1.0897 4.3736
H -2.0110 -2.1198 2.3499

Calculated values
HOMO level: -14.443 eV
Orbital gap: 0.1669 hartree
2S+1: 1
Charge: +3
Energy relative to the best compared isomer or geometry (same formula, charge and spin): 14.1 kcal per mole

---

# 2
Formula: C62H46F5N9O22
Source: the OMol25 dataset
Level of theory: wB97M-V/def2-TZVPD

Element x y z (Å)
O 0.5479 -2.6421 1.8464
C -0.1403 -3.2509 1.0864
F 0.3780 -3.9402 0.0902
N -1.5153 -3.3610 1.0184
C -2.2690 -2.2994 1.6538
O -2.2265 -2.0221 2.8127
C -3.1380 -1.5839 0.6940
C -2.6100 -0.6073 -0.0498
C -1.1752 -0.2556 0.1313
O -0.9140 0.2177 1.4532
C -1.5914 1.3216 1.7965
F -1.8301 2.1030 0.7601
F -0.8866 2.0147 2.6763
F -2.7300 1.0431 2.3751
C -3.3342 0.0451 -0.9462
C -4.6231 -0.2725 -1.1024
F -5.3294 0.3787 -1.9897
C -5.1702 -1.2296 -0.3552
C -4.4253 -1.8821 0.5509
C -5.0428 -2.9293 1.3717
O -4.3912 -3.8358 1.8449
C -6.4646 -2.7822 1.6069
C -7.2063 -2.1489 0.7305
O -8.5273 -1.9459 0.8819
C -6.5812 -1.6364 -0.5106
O -7.1563 -1.6023 -1.5691
H -1.8667 -4.2719 1.2809
H -0.8275 0.4089 -0.6371
H -0.6155 -1.1647 0.0272
H -2.8830 0.8008 -1.5376
H -6.8929 -3.1893 2.4895
H -8.6665 -1.2362 1.5075
C 0.8376 4.4218 1.4717
C 0.5840 4.5544 2.8308
C 1.0102 5.6921 3.4997
C 1.6851 6.6681 2.7942
C 1.9509 6.5493 1.4451
C 1.5200 5.4153 0.7821
N 2.1220 7.8786 3.5070
O 1.8930 7.9437 4.6983
O 2.6848 8.7396 2.8669
H 0.5055 3.5374 0.9484
H 0.0698 3.7807 3.3674
H 0.8248 5.8072 4.5523
H 2.4826 7.3247 0.9159
H 1.7184 5.3044 -0.2744
C -6.7972 1.0305 -7.1461
C -6.7754 0.1045 -6.1120
C -5.5817 -0.4905 -5.7428
C -4.4275 -0.1416 -6.4126
C -4.4274 0.7723 -7.4477
C -5.6255 1.3601 -7.8152
N -3.1599 -0.7592 -5.9961
O -3.1945 -1.5714 -5.0964
O -2.1493 -0.4193 -6.5756
H -7.7298 1.4974 -7.4313
H -7.6865 -0.1530 -5.5918
H -5.5588 -1.2117 -4.9403
H -3.5128 1.0261 -7.9607
H -5.6451 2.0786 -8.6218
C 4.6205 3.5728 6.8170
C 5.1416 2.2883 6.8997
C 4.8438 1.3501 5.9265
C 4.0293 1.7291 4.8726
C 3.5073 3.0045 4.7700
C 3.8029 3.9286 5.7545
N 3.7067 0.7536 3.8247
O 4.1430 -0.3714 3.9439
O 3.0135 1.1211 2.8951
H 4.8494 4.2981 7.5865
H 5.7765 2.0122 7.7298
H 5.2452 0.3605 5.9997
H 2.8675 3.2760 3.9440
H 3.3978 4.9229 5.6960
C 3.2243 -4.6554 -4.7359
C 2.1849 -5.0783 -5.5534
C 0.8781 -4.7534 -5.2413
C 0.6298 -4.0139 -4.1039
C 1.6432 -3.5987 -3.2659
C 2.9554 -3.9170 -3.5864
N -0.7580 -3.6504 -3.7744
O -1.6335 -4.0471 -4.5108
O -0.9452 -2.9719 -2.7835
H 4.2443 -4.9058 -4.9917
H 2.3960 -5.6587 -6.4397
H 0.0690 -5.0764 -5.8760
H 1.4200 -3.0317 -2.3756
H 3.7617 -3.5959 -2.9417
C 6.5280 1.0423 -4.2746
C 7.5795 0.8041 -5.1472
C 7.5014 -0.2329 -6.0596
C 6.3638 -1.0134 -6.0823
C 5.3086 -0.7975 -5.2182
C 5.3946 0.2400 -4.3073
N 6.2689 -2.0962 -7.0688
O 7.2127 -2.2663 -7.8091
O 5.2462 -2.7498 -7.0999
H 6.5914 1.8557 -3.5664
H 8.4607 1.4288 -5.1188
H 8.3150 -0.4235 -6.7421
H 4.4294 -1.4230 -5.2527
H 4.5800 0.4263 -3.6240
C -0.4060 -4.5368 -7.9661
C -1.4628 -3.6988 -7.6426
C -2.5811 -3.6510 -8.4568
C -2.6227 -4.4477 -9.5836
C -1.5783 -5.2834 -9.9262
C -0.4620 -5.3251 -9.1082
N -3.8200 -4.4130 -10.4388
O -4.7138 -3.6551 -10.1258
O -3.8439 -5.1448 -11.4054
H 0.4628 -4.5755 -7.3248
H -1.4171 -3.0849 -6.7538
H -3.4078 -3.0022 -8.2109
H -1.6296 -5.8948 -10.8135
H 0.3635 -5.9755 -9.3606
C -1.0326 7.8439 9.6127
C 0.3164 7.6477 9.3514
C 0.7139 6.6752 8.4508
C -0.2530 5.9157 7.8225
C -1.5999 6.0911 8.0723
C -1.9887 7.0639 8.9764
N 0.1630 4.8988 6.8484
O 1.3553 4.7501 6.6565
O -0.7021 4.2703 6.2777
H -1.3400 8.6082 10.3130
H 1.0594 8.2553 9.8473
H 1.7606 6.5188 8.2424
H -2.3377 5.4834 7.5720
H -3.0382 7.2162 9.1825
C 0.2269 -3.6823 7.7776
C 0.6222 -2.8819 6.7141
C 1.9038 -2.3591 6.6824
C 2.7684 -2.6516 7.7189
C 2.3924 -3.4408 8.7880
C 1.1093 -3.9582 8.8140
N 4.1338 -2.1127 7.6761
O 4.4233 -1.4027 6.7334
O 4.8901 -2.4014 8.5780
H -0.7731 -4.0936 7.7979
H -0.0639 -2.6677 5.9092
H 2.2193 -1.7364 5.8584
H 3.0842 -3.6523 9.5884
H 0.7981 -4.5793 9.6417

Calculated values
HOMO level: -9.477 eV
Orbital gap: 0.2957 hartree
2S+1: 1
SMILES: O=C(F)NC(=O)c1c(COC(F)(F)F)cc(F)c2c1C(=O)C=C(O)C2=O.O=[N+]([O-])c1ccccc1.O=[N+]([O-])c1ccccc1.O=[N+]([O-])c1ccccc1.O=[N+]([O-])c1ccccc1.O=[N+]([O-])c1ccccc1.O=[N+]([O-])c1ccccc1.O=[N+]([O-])c1ccccc1.O=[N+]([O-])c1ccccc1

---

# 3
Formula: C62H50GaO2P2SSi
Source: the OMol25 dataset
Level of theory: wB97M-V/def2-TZVPD

Element x y z (Å)
Ga -8.8200 3.7524 18.7149
O -13.2378 5.3050 17.1959
S -12.3303 4.1282 17.5425
C -13.0626 2.6741 16.8738
C -14.3825 2.9219 16.5017
C -15.2222 1.8804 16.0075
C -14.7302 0.6353 15.9237
C -15.3880 -0.6388 15.4909
C -14.2456 -1.6701 15.4632
C -13.0373 -0.9598 16.1201
C -11.7481 -1.3612 16.4166
C -10.8522 -0.3611 16.7802
C -11.1487 0.9852 16.9315
P -9.7013 2.1195 16.9426
C -9.6651 2.6283 15.1632
C -8.7351 3.6090 14.7928
C -8.7005 3.9761 13.4535
C -9.5955 3.4526 12.5111
C -10.5780 2.5550 12.9347
C -10.5235 2.1232 14.2287
C -8.2539 0.9461 17.0150
C -7.8907 0.3123 18.1573
C -6.7388 -0.5720 18.1710
C -6.0462 -0.8764 16.9858
C -6.4338 -0.1847 15.8199
C -7.5476 0.6313 15.8334
C -12.5002 1.3559 16.7585
C -13.3396 0.3932 16.3304
C -12.6786 3.8486 19.3068
C -13.5045 2.7893 19.7542
C -14.0447 2.7964 21.0071
C -13.8489 3.8680 21.8275
C -14.3997 4.1752 23.1503
C -13.5778 5.4611 23.6309
C -12.7715 5.7909 22.4471
C -11.9819 6.8843 22.1988
C -11.1817 6.9102 21.0030
C -11.2261 5.8953 20.0092
P -9.9775 5.8679 18.7056
C -8.7174 7.0049 19.3637
C -8.4023 8.2195 18.7032
C -7.5507 9.0242 19.3956
C -7.1759 8.8123 20.7762
C -7.5265 7.6098 21.3188
C -8.2364 6.6632 20.6721
C -10.5488 6.5826 17.0900
C -9.7303 6.3469 15.9836
C -10.0729 6.9789 14.7588
C -11.1961 7.7242 14.6522
C -11.9329 8.0414 15.8322
C -11.5466 7.4885 17.0322
C -12.1817 4.8898 20.2590
C -12.9467 4.8383 21.4349
H -14.6861 3.9371 16.5760
H -16.2331 2.0292 15.7072
H -15.8448 -0.5206 14.4838
H -16.2314 -0.9058 16.1910
H -14.0086 -1.9440 14.4558
H -14.4868 -2.7003 15.8166
H -11.4079 -2.4499 16.4120
H -9.7945 -0.5930 17.0027
H -7.9897 4.0383 15.4604
H -7.9733 4.6530 13.0720
H -9.4938 3.7865 11.5007
H -11.3938 2.2075 12.2061
H -11.2828 1.5304 14.6873
H -8.4093 0.4622 19.0494
H -6.4983 -1.1057 19.1023
H -5.1856 -1.6012 17.0077
H -5.9440 -0.4834 14.8157
H -7.7734 1.0491 14.8886
H -13.9202 2.1211 19.0195
H -14.6411 1.9517 21.2870
H -14.3701 3.3989 23.8902
H -15.4470 4.4434 23.0091
H -12.9085 5.1706 24.4538
H -14.1369 6.3744 23.9339
H -11.9186 7.6171 23.0077
H -10.4003 7.6475 21.0072
H -8.8995 8.5070 17.7833
H -7.3093 9.9644 18.9101
H -6.6978 9.5415 21.3749
H -7.1581 7.4657 22.3207
H -8.5618 5.5597 20.9811
H -8.7847 5.8263 16.0649
H -9.3246 6.9099 13.8863
H -11.5511 8.0543 13.6859
H -12.7401 8.7314 15.6893
H -12.0107 7.7652 17.9063
C -9.3416 2.9619 21.6253
C -9.5590 2.6776 20.1818
O -10.1496 1.6488 19.8783
H -9.4509 4.0059 21.8840
H -8.2785 2.5933 21.7851
H -10.0385 2.4184 22.2114
C -5.0099 5.3733 14.3157
C -5.5674 6.2336 15.2755
C -5.9956 5.8249 16.5913
C -5.8165 4.5469 16.9635
C -5.3084 3.6438 16.0214
C -4.9231 4.0599 14.7371
Si -6.4589 3.8134 18.5802
C -5.4091 4.4542 20.0427
C -4.4833 5.4542 19.7989
C -3.7103 5.9484 20.8284
C -3.9272 5.4548 22.1091
C -4.8696 4.4354 22.3510
C -5.5821 3.9253 21.2998
H -4.8653 5.7381 13.2802
H -5.7007 7.2849 15.0641
H -6.5316 6.5522 17.1438
H -5.0777 2.6227 16.3712
H -4.6578 3.2866 13.9986
H -6.2181 2.3024 18.3331
H -4.3424 5.8049 18.7323
H -3.0098 6.7593 20.6956
H -3.4986 5.9579 23.0014
H -4.9159 4.0401 23.3404
H -6.2297 3.0756 21.4800

Calculated values
HOMO level: -10.255 eV
Orbital gap: 0.2857 hartree
2S+1: 1
Charge: +1
Energy relative to the best compared isomer or geometry (same formula, charge and spin): 71.0 kcal per mole

---

Which total energy belongs to each record? In order, -5329.3498; -5036.8797; -5837.9738 Ha.